DFT (wB97M-V/def2-TZVPD) results for 2 unconnected molecules or ions with the total composition C4H11N2O2.

Geometry as XYZ:
```
19
Properties=species:S:1:pos:R:3:nbo_charge:R:1
C 1.740 1.193 0.878 0.515
C 2.784 1.837 0.043 -0.679
C -3.512 -2.245 -1.629 -0.472
C -2.759 -1.445 -0.906 0.116
N 1.828 1.183 2.191 -0.722
N 0.732 0.602 0.287 -0.223
O -1.376 -1.427 -0.933 -0.746
O -0.255 0.006 1.048 -0.543
H 2.398 2.130 -0.929 0.255
H 3.183 2.716 0.543 0.261
H 3.609 1.141 -0.114 0.271
H -4.582 -2.206 -1.561 0.237
H -3.095 -2.966 -2.314 0.206
H -0.765 -0.600 0.447 0.527
H -3.142 -0.710 -0.214 0.192
H 2.588 1.627 2.681 0.434
H 1.100 0.726 2.727 0.442
H 0.609 0.574 -0.716 0.423
H -1.084 -2.135 -1.528 0.507
```

The largest force on an atom comes out at 0.58 eV Å⁻¹. For the HOMO-LUMO gap, the calculation gives 9.890 eV. As for the net charge: +1.

DFT (wB97M-V/def2-TZVPD) results for 8 unconnected molecules or ions with the total composition C42H54O6S3 in a non-equilibrium geometry.

Geometry as XYZ:
```
105
Properties=species:S:1:pos:R:3:lowdin_charge:R:1
C 14.204 11.422 14.801 -0.212
C 14.526 11.817 13.360 -0.207
C 16.000 11.444 13.107 -0.194
S 16.495 10.222 14.316 0.671
O 17.362 10.944 15.233 -0.332
O 17.000 8.969 13.857 -0.319
C 14.821 10.070 14.988 -0.226
H 13.059 11.491 14.923 0.144
H 14.663 12.207 15.460 0.128
H 14.375 12.825 13.075 0.074
H 13.918 11.277 12.664 0.073
H 16.582 12.297 13.389 0.080
H 16.114 11.081 12.111 0.078
H 14.867 9.644 15.982 0.110
H 14.371 9.393 14.308 0.066
C 16.518 7.009 10.974 -0.194
C 15.676 5.697 11.240 -0.174
C 14.314 6.213 11.860 -0.234
S 13.985 7.681 10.990 0.640
O 13.850 8.725 11.990 -0.334
O 12.946 7.546 9.983 -0.334
C 15.533 7.845 10.154 -0.262
H 17.445 6.950 10.339 0.130
H 16.738 7.543 11.922 0.094
H 16.103 4.871 11.867 0.121
H 15.437 5.243 10.267 0.108
H 14.308 6.491 12.973 0.137
H 13.570 5.482 11.688 0.083
H 15.826 8.926 10.049 0.106
H 15.319 7.423 9.136 0.121
C 11.341 11.086 7.919 -0.193
C 11.099 10.932 9.427 -0.196
C 12.019 11.918 10.126 -0.190
S 13.537 11.780 9.149 0.692
O 14.426 10.892 9.853 -0.327
O 13.958 13.126 8.791 -0.334
C 12.880 10.946 7.718 -0.198
H 11.058 12.057 7.562 0.102
H 10.788 10.394 7.241 0.129
H 11.429 9.928 9.741 0.114
H 10.045 10.990 9.645 0.114
H 12.219 11.635 11.134 0.088
H 11.737 12.925 10.179 0.056
H 13.136 9.930 7.791 0.084
H 13.225 11.394 6.823 0.094
C 20.244 12.776 10.110 -0.113
C 19.097 12.113 10.438 -0.101
C 17.957 12.178 9.619 -0.077
C 17.995 12.983 8.470 -0.097
C 19.214 13.587 8.081 -0.086
C 20.329 13.453 8.904 -0.094
H 21.042 12.649 10.794 0.093
H 19.122 11.630 11.429 0.112
H 16.968 11.875 9.947 0.077
H 17.065 13.205 7.943 0.090
H 19.181 14.213 7.170 0.093
H 21.231 14.000 8.680 0.096
C 17.118 18.520 6.847 -0.095
C 17.593 17.225 6.663 -0.091
C 16.735 16.152 6.678 -0.109
C 15.403 16.346 6.998 -0.103
C 14.963 17.638 7.244 -0.093
C 15.819 18.696 7.145 -0.126
H 17.797 19.369 6.717 0.113
H 18.592 17.053 6.391 0.085
H 17.197 15.178 6.377 0.106
H 14.713 15.530 6.990 0.092
H 13.878 17.780 7.525 0.124
H 15.481 19.676 7.382 0.098
C 10.256 15.331 10.469 -0.115
C 9.209 15.880 9.694 -0.080
C 7.995 16.249 10.249 -0.093
C 7.849 16.012 11.616 -0.091
C 8.852 15.404 12.370 -0.073
C 10.077 15.048 11.766 -0.105
H 11.108 15.029 9.918 0.078
H 9.583 16.221 8.700 0.114
H 7.112 16.554 9.716 0.098
H 6.847 16.316 11.993 0.114
H 8.677 15.257 13.383 0.069
H 10.886 14.676 12.392 0.095
C 16.036 15.215 10.457 -0.099
C 14.661 15.325 10.758 -0.057
C 14.300 15.292 12.141 -0.066
C 15.318 15.190 13.102 -0.100
C 16.647 15.080 12.694 -0.098
C 16.996 15.099 11.384 -0.124
H 16.299 15.127 9.322 0.117
H 13.944 15.430 9.953 0.080
H 13.315 15.417 12.516 0.061
H 15.151 15.191 14.105 0.063
H 17.422 14.888 13.491 0.129
H 18.012 15.122 11.035 0.108
C 11.371 15.853 15.303 -0.112
C 12.042 16.760 14.570 -0.111
C 13.239 17.261 15.056 -0.078
C 13.705 16.791 16.275 -0.092
C 12.964 15.905 17.017 -0.107
C 11.798 15.390 16.529 -0.087
H 10.587 15.363 14.713 0.088
H 11.731 16.910 13.591 0.079
H 13.761 17.967 14.494 0.091
H 14.587 17.285 16.702 0.114
H 13.304 15.594 17.987 0.102
H 11.158 14.699 17.091 0.113
```

The largest force on an atom comes out at 4.96 eV Å⁻¹. For the HOMO-LUMO gap, the calculation gives 9.226 eV. As for the net charge: 0. As for the SMILES: O=S1(=O)CCCC1.O=S1(=O)CCCC1.O=S1(=O)CCCC1.c1ccccc1.c1ccccc1.c1ccccc1.c1ccccc1.c1ccccc1.

HOMO energy: -12.7, -8.9 (eV)
ΔE to the lowest compared entry with this formula, charge and spin: 56.5, 0.0 (kcal/mol)
Total energy: -11393.671, -89217.430 (eV)